# 1
# C26H15BrClF3IrN5O2SSe

A structure of composition C26H15BrClF3IrN5O2SSe in a non-equilibrium geometry (ωB97M-V/def2-TZVPD, the Open Molecules 2025 dataset).

Geometry as XYZ:
```
56
Properties=species:S:1:pos:R:3:mulliken_charge:R:1
Ir -0.03 -0.39 0.08 2.01
Br 3.12 -3.69 -2.05 -0.15
Se -7.77 0.37 0.56 0.36
Cl -1.77 -0.46 2.63 -0.04
S 1.26 1.27 -1.40 -0.35
F 5.13 3.48 -1.14 -0.29
F 3.02 3.84 -0.98 -0.22
F 3.79 2.58 -2.55 -0.21
O 1.16 -2.27 -0.86 -0.84
O 0.31 -2.54 1.12 -0.89
N -1.95 -1.28 -0.80 -0.40
N -6.44 1.48 0.77 -0.86
N 2.38 -0.01 0.53 -0.25
N -1.69 1.31 -0.11 -0.25
N -6.71 -0.89 -0.07 -0.86
C -2.06 -2.50 -1.29 -0.32
C -2.56 3.41 0.60 -0.95
C -3.07 -0.60 -0.47 0.05
C 0.98 -2.99 0.16 1.35
C 1.54 -4.36 0.24 -0.05
C -4.34 -1.20 -0.54 0.42
C 4.54 0.34 1.45 -0.95
C -3.83 2.88 0.71 -0.58
C -2.92 0.78 -0.05 -0.43
C 2.50 -6.96 0.42 -0.48
C 4.76 1.40 0.59 -0.28
C 1.56 -6.51 1.33 -0.67
C -4.43 -2.50 -1.03 -0.52
C 1.08 -5.21 1.24 -0.42
C 3.94 2.90 -1.27 0.60
C 2.48 -4.83 -0.67 0.09
C -1.52 2.59 0.18 -0.27
C -0.22 0.23 2.32 -0.75
C -3.28 -3.15 -1.43 -0.94
C 2.59 0.98 -0.34 0.63
C 3.78 1.72 -0.34 -0.17
C -5.32 0.91 0.37 0.82
C -5.47 -0.44 -0.10 0.92
C 3.33 -0.34 1.39 -0.33
C -4.03 1.54 0.36 0.67
C 2.97 -6.13 -0.58 -0.54
H -2.38 4.45 0.82 0.46
H -3.32 -4.15 -1.82 0.45
H 5.29 0.05 2.18 0.42
H -5.41 -2.96 -1.10 0.57
H 0.53 -0.26 2.94 0.32
H -0.25 1.31 2.43 0.48
H -1.14 -2.98 -1.60 0.73
H 3.69 -6.49 -1.30 0.45
H 1.20 -7.16 2.11 0.41
H 3.12 -1.16 2.05 0.55
H 0.34 -4.84 1.93 0.43
H -0.52 3.00 0.07 0.56
H 5.68 1.97 0.62 0.54
H 2.87 -7.98 0.48 0.40
H -4.67 3.46 1.05 0.56
```

Calculated values
Spin multiplicity: 2
HOMO (alpha / beta) in eV: -11.17 / -11.20
Frontier orbital gap (alpha / beta) in eV: 6.16 / 6.77
Charge: +1
Calculated total energy in Eh: -7661.56908



# 2
# C4H14NO

A cluster of 2 separate species, C4H14NO in total in a non-equilibrium geometry (ωB97M-V/def2-TZVPD, the Open Molecules 2025 dataset).

Geometry as XYZ:
```
20
Properties=species:S:1:pos:R:3:mulliken_charge:R:1
O -3.29 0.87 -0.69 -0.77
N -1.17 0.40 1.14 -1.64
C 1.87 -1.03 0.94 -1.67
C 0.06 0.68 0.33 -1.51
C 0.84 -0.58 -0.11 0.87
C 1.47 -0.37 -1.47 -1.61
H 0.12 -1.40 -0.17 0.21
H -4.21 1.16 -0.66 0.40
H 2.46 -0.19 1.31 0.37
H -3.00 1.04 -1.60 0.33
H 0.69 1.39 0.85 0.06
H 1.69 -1.32 -1.94 0.37
H 2.53 -1.78 0.49 0.35
H -1.76 -0.25 0.66 0.54
H 1.37 -1.47 1.80 0.53
H 0.84 0.17 -2.16 0.48
H -1.80 1.23 1.11 0.76
H -0.88 0.14 2.12 0.94
H -0.24 1.18 -0.58 0.64
H 2.43 0.15 -1.39 0.35
```

Calculated values
Spin multiplicity: 2
HOMO (alpha / beta) in eV: -3.07 / -11.94
Frontier orbital gap (alpha / beta) in eV: 3.89 / 12.42
Charge: 0
Calculated total energy in Eh: -290.66917



# 3
# C22H27ClN2O3

The molecule C22H27ClN2O3 (ωB97M-V/def2-TZVPD, the Open Molecules 2025 dataset).

Geometry as XYZ:
```
55
Properties=species:S:1:pos:R:3:mulliken_charge:R:1
Cl 1.69 -3.57 -2.19 -0.24
O 2.08 0.98 1.50 -0.30
O 3.71 3.49 1.51 -0.69
O 3.82 0.69 -0.73 -0.58
N 2.63 3.07 -0.47 0.00
N -1.29 -2.98 -0.65 -0.36
C -3.33 -3.86 -1.71 -0.95
C -4.66 -3.73 0.27 -0.69
C 1.01 -1.11 0.87 -0.80
C 1.77 -2.26 -1.06 0.52
C 0.90 -2.20 0.01 -0.39
C 1.95 -0.10 0.69 1.25
C 4.36 1.57 0.24 -0.59
C -0.16 -3.24 0.23 -1.61
C -0.21 1.79 1.83 -0.68
C 3.52 2.82 0.52 0.61
C 2.85 -0.21 -0.39 0.68
C 1.09 1.29 2.46 -0.67
C -0.45 5.88 -0.72 -0.47
C 1.62 4.03 -0.52 0.36
C -3.20 -3.75 0.73 -0.77
C 1.48 5.03 0.44 -0.12
C 0.45 5.95 0.33 -0.65
C -0.31 4.88 -1.67 -0.66
C 2.74 -1.29 -1.26 -0.84
C 0.71 3.96 -1.58 -0.44
C -4.64 -4.36 -1.12 -0.65
C -2.34 -3.97 -0.54 0.46
H 2.62 2.39 -1.22 0.14
H 1.54 2.09 3.05 0.46
H -3.03 -4.54 1.45 0.28
H -4.62 -5.45 -1.04 0.30
H -1.92 -4.99 -0.52 0.22
H 2.18 5.08 1.25 0.48
H 0.90 0.43 3.11 0.38
H 4.56 1.06 1.19 0.30
H -3.01 -4.42 -2.58 0.41
H 0.27 -4.24 0.07 0.50
H -1.01 4.82 -2.50 0.38
H 0.81 3.18 -2.32 0.37
H 0.33 -1.06 1.70 0.25
H 3.43 -1.35 -2.09 0.50
H -0.52 -3.19 1.26 0.48
H -5.51 -4.09 -1.72 0.36
H -1.25 6.60 -0.80 0.39
H -3.43 -2.80 -1.98 0.37
H -5.32 -4.26 0.95 0.33
H -0.02 2.69 1.25 0.05
H -0.64 1.04 1.18 0.27
H -0.96 -2.95 -1.61 0.31
H -2.92 -2.80 1.19 0.25
H -5.02 -2.70 0.18 0.28
H 0.35 6.72 1.08 0.38
H 5.32 1.90 -0.18 0.42
H -0.93 2.02 2.62 0.41
```

Calculated values
Structure (SMILES): CCOc1cc(CNC2CCCC2)c(Cl)cc1OCC(=O)Nc1ccccc1
Spin multiplicity: 1
HOMO in eV: -8.41
Frontier orbital gap in eV: 9.12
Charge: 0
Calculated total energy in Eh: -1649.95879



It is found that the relative energy (zero: lowest compared OMol25 entry of this formula, charge and spin) values, taken in the order of the records, are 264.7 141.8 58.2 kJ/mol.